{"formula": "C24H54BNO11", "method": "wB97M-V/def2-TZVPD", "total_charge": 0, "e_homo_ev": -7.7149, "de_lowest_kj_mol": 0.00, "multiplicity": 1, "smiles": "CB(O)[C@@H]1OC(=O)C[C@@H]1N=C(C)C.COCCOC.COCCOC.COCCOC.COCCOC", "e_lumo_ev": 0.442, "total_energy_ev": -50446.9527, "species": ["C", "B", "O", "C", "O", "C", "O", "C", "C", "N", "C", "C", "C", "H", "H", "H", "H", "H", "H", "H", "H", "H", "H", "H", "H", "H", "H", "C", "O", "C", "C", "O", "C", "H", "H", "H", "H", "H", "H", "H", "H", "H", "H", "C", "O", "C", "C", "O", "C", "H", "H", "H", "H", "H", "H", "H", "H", "H", "H", "C", "O", "C", "C", "O", "C", "H", "H", "H", "H", "H", "H", "H", "H", "H", "H", "C", "O", "C", "C", "O", "C", "H", "H", "H", "H", "H", "H", "H", "H", "H", "H"], "xyz": [[-3.73, -2.26, -1.35], [-2.88, -1.40, -0.33], [-3.36, -0.20, 0.07], [-1.49, -1.99, 0.18], [-1.46, -2.47, 1.55], [-0.23, -3.05, 1.62], [0.00, -4.13, 2.13], [0.73, -2.12, 0.87], [-0.16, -1.16, 0.07], [-0.46, 0.16, 0.63], [0.03, 0.60, 1.72], [1.51, 0.92, 1.87], [-0.85, 0.87, 2.89], [-4.70, -2.47, -0.92], [-3.91, -1.74, -2.30], [-3.24, -3.21, -1.55], [-3.94, 0.19, -0.60], [-1.27, -2.89, -0.42], [1.19, -2.76, 0.12], [1.55, -1.73, 1.46], [0.01, -1.11, -1.00], [1.69, 1.40, 2.82], [1.73, 1.62, 1.07], [2.15, 0.07, 1.70], [-0.47, 1.66, 3.54], [-1.80, 1.25, 2.51], [-1.06, -0.01, 3.48], [-0.11, 3.73, 9.49], [-0.74, 4.44, 8.44], [0.06, 4.55, 7.27], [-0.35, 3.55, 6.22], [-0.10, 2.21, 6.63], [-1.28, 1.56, 7.08], [-0.87, 3.50, 10.23], [0.33, 2.80, 9.14], [0.66, 4.35, 9.96], [1.12, 4.42, 7.52], [-0.08, 5.56, 6.88], [0.26, 3.72, 5.32], [-1.40, 3.68, 5.95], [-1.91, 1.28, 6.23], [-1.85, 2.19, 7.77], [-0.98, 0.65, 7.60], [0.27, -3.50, -3.95], [0.35, -2.11, -3.70], [1.58, -1.54, -4.11], [1.46, -0.82, -5.43], [1.17, -1.71, -6.50], [-0.19, -1.72, -6.87], [-0.77, -3.80, -3.84], [0.60, -3.75, -4.96], [0.88, -4.06, -3.23], [2.36, -2.30, -4.16], [1.87, -0.82, -3.34], [2.42, -0.34, -5.66], [0.70, -0.04, -5.37], [-0.44, -0.82, -7.44], [-0.85, -1.79, -6.00], [-0.36, -2.59, -7.50], [2.67, -0.84, 4.67], [1.43, -1.45, 4.97], [1.50, -2.87, 4.96], [1.60, -3.43, 6.37], [2.82, -3.06, 6.99], [2.68, -1.98, 7.89], [2.58, 0.22, 4.92], [3.49, -1.27, 5.24], [2.90, -0.92, 3.60], [2.34, -3.22, 4.35], [0.58, -3.24, 4.50], [1.58, -4.52, 6.31], [0.75, -3.10, 6.97], [2.20, -2.31, 8.82], [2.10, -1.16, 7.46], [3.68, -1.62, 8.13], [0.79, 1.88, -9.05], [-0.47, 1.25, -9.23], [-1.55, 2.01, -8.69], [-2.30, 2.76, -9.77], [-1.49, 3.76, -10.38], [-0.96, 3.37, -11.63], [1.50, 1.36, -9.69], [0.76, 2.93, -9.34], [1.12, 1.79, -8.01], [-1.19, 2.70, -7.93], [-2.23, 1.31, -8.21], [-3.15, 3.27, -9.31], [-2.68, 2.06, -10.52], [-1.73, 3.39, -12.40], [-0.52, 2.37, -11.59], [-0.18, 4.08, -11.89]], "mulliken_charge": [-0.993, 0.611, -0.480, -0.237, -0.411, 0.719, -0.643, -0.747, 0.176, -0.325, 0.766, -1.194, -1.280, 0.280, 0.356, 0.244, 0.289, -0.095, 0.357, 0.064, 0.578, 0.251, 0.373, 0.342, 0.285, 0.489, 0.212, -0.652, -0.379, -0.790, -0.450, -0.120, -0.853, 0.244, 0.243, 0.327, 0.353, 0.393, 0.326, 0.420, 0.270, 0.417, 0.243, -0.915, -0.105, -0.650, -0.491, -0.381, -0.271, 0.217, 0.426, 0.326, 0.395, 0.343, 0.387, 0.289, -0.082, 0.276, 0.274, -0.760, -0.095, -0.232, -0.807, -0.386, -0.594, 0.121, 0.429, 0.264, 0.411, 0.153, 0.401, 0.341, 0.336, 0.172, 0.251, -0.765, -0.376, -0.397, -0.632, -0.373, -0.677, 0.258, 0.397, 0.264, 0.343, 0.366, 0.380, 0.342, 0.321, 0.287, 0.244]}